[1]
{"formula": "C8H20N2O", "method": "ωB97M-V/def2-TZVPD", "symbols": ["C", "N", "C", "C", "N", "C", "C", "H", "H", "H", "H", "H", "H", "H", "H", "H", "H", "H", "H", "H", "C", "C", "C", "O", "H", "H", "H", "H", "H", "H", "H"], "positions_angstrom": [[-3.04955, 1.11943, 0.03093], [-2.49943, 0.84253, -1.35048], [-1.81379, -0.50128, -1.45643], [-0.16735, -0.33801, -1.70116], [0.26964, 0.71354, -0.66004], [-0.13376, 2.06062, -1.27910], [-1.66126, 1.97964, -1.89058], [-4.09622, 1.66958, -0.12319], [-3.20405, 0.17111, 0.70370], [-2.39046, 1.89813, 0.64557], [-1.89701, -1.13799, -0.45014], [-2.33737, -1.14467, -2.28283], [0.09027, 0.00435, -2.80043], [0.42057, -1.33820, -1.51779], [1.28548, 0.65398, -0.42362], [-0.29407, 0.54442, 0.22226], [-0.09667, 2.94181, -0.51006], [0.66663, 2.26258, -2.12804], [-1.56233, 1.81683, -3.05113], [-2.25854, 3.00557, -1.76517], [1.90708, -0.45719, 2.50847], [2.01959, -1.47787, 1.36379], [2.72603, -2.74270, 1.87928], [2.77639, -0.94677, 0.41933], [2.88692, -0.16558, 2.90923], [1.39199, 0.45559, 2.18329], [1.32888, -0.87932, 3.33898], [0.98958, -1.78296, 1.13130], [3.73609, -2.53563, 2.25685], [2.81079, -3.50405, 1.09356], [2.15590, -3.18748, 2.70365]], "forces_ev_per_a": [[-0.9, 1.5, 0.7], [1.3, -0.1, 1.3], [1.1, -1.0, 0.2], [-0.7, -1.6, -0.6], [-1.8, 0.4, -0.9], [0.0, 1.6, -0.3], [-0.2, 0.1, -1.1], [2.2, -1.3, 0.5], [0.3, 1.8, -1.6], [-1.1, -1.6, -1.1], [0.0, 1.6, -2.1], [1.3, 1.2, 1.4], [-0.5, -0.3, 2.5], [-1.2, 2.1, -0.1], [0.3, -0.7, 0.2], [1.1, 0.1, -1.1], [0.3, -2.0, -1.2], [-1.8, -0.4, 1.8], [-0.2, 0.3, 2.3], [1.5, -2.3, 0.0], [-0.6, -0.3, 0.9], [1.9, 0.2, 1.6], [-0.5, -0.7, 0.6], [-0.4, 1.4, -2.7], [-0.1, -0.1, -0.4], [0.1, 0.0, -0.1], [-0.1, 0.1, 0.2], [-0.9, -0.2, -0.5], [-0.2, 0.2, -0.2], [0.0, 0.3, 0.0], [0.0, -0.2, 0.1]], "nbo_charge": [-0.45, -0.48, -0.25, -0.27, -0.57, -0.27, -0.25, 0.22, 0.23, 0.18, 0.22, 0.23, 0.23, 0.29, 0.50, 0.44, 0.24, 0.24, 0.22, 0.24, -0.62, 0.12, -0.62, -0.96, 0.21, 0.15, 0.17, 0.04, 0.20, 0.20, 0.17], "multiplicity": 1, "fmax_ev_per_a": 3.1}

---

[2]
{"formula": "C2H4N2S3", "method": "ωB97M-V/def2-TZVPD", "symbols": ["S", "C", "N", "C", "S", "N", "S", "H", "H", "H", "H"], "positions_angstrom": [[-0.41713, -3.09266, 0.91910], [-0.70094, -1.55727, 1.11540], [-0.30796, -0.28044, 0.60463], [0.30891, -0.23560, -0.63970], [0.56473, -1.39339, -1.64464], [0.32576, 1.06054, -1.14315], [-0.01570, 2.49193, -0.26957], [-1.53215, -1.42803, 2.01741], [-0.27056, 0.61096, 1.38436], [0.54172, 1.07629, -2.24981], [1.50331, 2.74767, -0.09404]], "forces_ev_per_a": [[0.8, -1.4, -0.9], [-2.9, 2.9, 3.8], [0.6, -0.3, 3.0], [-2.1, 4.0, 1.5], [1.1, -3.0, -2.2], [0.5, 0.6, -2.9], [4.0, -0.3, -0.4], [2.2, 0.6, -2.2], [-0.3, -3.3, -3.4], [-0.6, 0.1, 3.6], [-3.2, 0.1, 0.1]], "nbo_charge": [0.09, -0.17, -0.67, 0.16, -0.03, -0.79, 0.18, 0.19, 0.46, 0.44, 0.13], "multiplicity": 1, "fmax_ev_per_a": 5.6, "smiles": "S=CNC(=S)NS"}

---

no.,HOMO-LUMO gap (eV),highest occupied orbital energy (eV)
1,6.2,-6.11
2,7.8,-7.86